(1)
{
  "formula": "C22H29N3S",
  "method": "the ωB97M-V functional and the def2-TZVPD basis",
  "e_homo_ev": -7.9,
  "orbital_gap_ev": 8.5892,
  "e_above_lowest_kj_mol": 57.0,
  "e_tot_ev": -38590.809,
  "mol_weight_g_mol": 367.6,
  "symbols": ["C", "C", "C", "H", "H", "C", "N", "C", "N", "C", "C", "N", "C", "H", "C", "H", "H", "H", "C", "C", "C", "C", "C", "C", "C", "H", "H", "H", "H", "H", "C", "C", "C", "C", "C", "C", "H", "H", "H", "H", "H", "H", "H", "H", "H", "H", "S", "H", "H", "H", "H", "H", "H", "H", "H"],
  "positions_angstrom": [[-3.7410, -2.9495, -1.4496], [-2.5520, -1.9969, -1.5083], [-2.9226, -0.5966, -1.9976], [-2.0114, -0.0089, -2.1259], [-3.4121, -0.6691, -2.9700], [-3.8490, 0.1730, -1.0500], [-3.2604, 0.3759, 0.2518], [-2.4285, 1.4005, 0.5392], [-1.8343, 1.3987, 1.7659], [-1.0036, 2.5227, 2.1414], [0.4296, 2.3205, 1.6197], [0.6326, 0.9012, 1.3887], [0.1296, 0.1587, 2.5255], [0.4808, -0.8731, 2.4809], [-1.4117, 0.1844, 2.4385], [-1.8553, 0.1447, 3.4408], [-1.7408, -0.6906, 1.8775], [0.4730, 0.5927, 3.4813], [1.9914, 0.5660, 1.0011], [2.1071, -0.9065, 0.6727], [3.2271, -1.6314, 1.0540], [3.3480, -2.9679, 0.7145], [2.3471, -3.5947, -0.0066], [1.2264, -2.8772, -0.3911], [1.1097, -1.5407, -0.0586], [0.2404, -0.9766, -0.3572], [0.4424, -3.3619, -0.9549], [2.4399, -4.6384, -0.2689], [4.2252, -3.5211, 1.0168], [4.0105, -1.1485, 1.6212], [2.4071, 1.3094, -0.2513], [3.7221, 1.7247, -0.4048], [4.1275, 2.3615, -1.5647], [3.2194, 2.5922, -2.5830], [1.9055, 2.1800, -2.4365], [1.5029, 1.5358, -1.2816], [0.4751, 1.2300, -1.1671], [1.1882, 2.3639, -3.2225], [3.5338, 3.0945, -3.4860], [5.1540, 2.6817, -1.6700], [4.4351, 1.5521, 0.3896], [2.7074, 0.8115, 1.8117], [0.5616, 2.8483, 0.6749], [1.1542, 2.7245, 2.3504], [-1.0209, 2.5846, 3.2332], [-1.4360, 3.4336, 1.7289], [-2.2439, 2.6610, -0.5213], [-3.3785, -0.3633, 0.9252], [-4.7958, -0.3534, -0.9174], [-4.0494, 1.1586, -1.4776], [-2.0868, -1.9327, -0.5213], [-1.8052, -2.4082, -2.1913], [-3.4106, -3.9491, -1.1753], [-4.4748, -2.6253, -0.7153], [-4.2299, -3.0053, -2.4197]]
}

(2)
{
  "formula": "C22H29NO",
  "method": "the ωB97M-V functional and the def2-TZVPD basis",
  "e_homo_ev": -7.0,
  "orbital_gap_ev": 6.9624,
  "e_above_lowest_kj_mol": 0.0,
  "e_tot_ev": -26819.647,
  "mol_weight_g_mol": 323.5,
  "symbols": ["C", "C", "C", "C", "C", "C", "C", "C", "O", "C", "C", "H", "H", "H", "H", "H", "H", "H", "H", "H", "H", "H", "H", "H", "C", "C", "C", "N", "C", "C", "C", "C", "C", "C", "C", "C", "C", "H", "H", "H", "H", "H", "H", "H", "H", "H", "H", "H", "H", "H", "H", "H", "H"],
  "positions_angstrom": [[2.2661, -3.3991, 1.1652], [1.8083, -1.9543, 1.3961], [2.0111, -1.5927, 2.8730], [2.7487, -1.1089, 0.5129], [0.3552, -1.7327, 0.9562], [-0.6295, -1.1974, 1.7996], [-1.8994, -0.8488, 1.3803], [-2.2906, -1.0525, 0.0236], [-3.5093, -0.8240, -0.3588], [-1.2911, -1.5635, -0.8743], [-0.0519, -1.9319, -0.3754], [2.1566, -3.6850, 0.1125], [3.3308, -3.4430, 1.4252], [1.7212, -4.1110, 1.7935], [1.6830, -0.5626, 3.0614], [1.4417, -2.2870, 3.5069], [3.0805, -1.6843, 3.1038], [2.5041, -0.0401, 0.5621], [3.7819, -1.2578, 0.8560], [2.6947, -1.4345, -0.5352], [-0.4192, -0.9688, 2.8360], [-2.6352, -0.4011, 2.0468], [-1.5271, -1.7072, -1.9376], [0.6945, -2.3498, -1.0456], [-8.1399, -1.0090, -3.6285], [-7.3362, -2.0463, -2.8102], [-5.8678, -1.6980, -2.6545], [-5.6935, -0.3018, -2.1749], [-4.3487, -0.0351, -1.8302], [-4.2776, 1.2919, -1.2807], [-5.4482, 1.9312, -0.7965], [-5.3889, 3.3064, -0.5821], [-4.1384, 3.9501, -0.5834], [-2.9628, 3.2336, -0.8452], [-3.0282, 1.9009, -1.2250], [-6.3200, 0.6403, -3.2162], [-7.8481, 0.4629, -3.3149], [-7.8792, -1.1206, -4.6919], [-9.2132, -1.1749, -3.4882], [-7.7947, -2.2121, -1.8254], [-7.3907, -3.0201, -3.3165], [-5.3561, -2.3278, -1.9224], [-5.3656, -1.7490, -3.6412], [-3.4746, -0.5361, -2.3912], [-6.3805, 1.3521, -0.6697], [-6.3235, 3.8279, -0.3713], [-4.1107, 5.0328, -0.4240], [-1.9950, 3.7220, -0.7347], [-2.1247, 1.3263, -1.4677], [-6.0833, 1.6948, -3.0234], [-5.8777, 0.3803, -4.2152], [-8.1731, 1.1623, -4.1205], [-8.3539, 0.8444, -2.4115]]
}

(3)
{
  "formula": "C22H29NO5",
  "method": "the ωB97M-V functional and the def2-TZVPD basis",
  "e_homo_ev": -8.3,
  "orbital_gap_ev": 8.9670,
  "e_above_lowest_kj_mol": 0.0,
  "e_tot_ev": -35012.666,
  "mol_weight_g_mol": 387.5,
  "symbols": ["C", "C", "H", "H", "O", "C", "O", "C", "C", "H", "H", "C", "N", "C", "O", "C", "C", "C", "H", "H", "H", "O", "C", "C", "O", "H", "H", "H", "H", "C", "C", "H", "H", "H", "H", "H", "H", "C", "H", "H", "C", "C", "C", "C", "C", "C", "C", "H", "H", "H", "H", "H", "H", "H", "H", "H", "H"],
  "positions_angstrom": [[-2.1909, -4.2296, 1.3907], [-1.9322, -3.6272, 0.0231], [-1.2027, -4.2168, -0.5434], [-2.8521, -3.5704, -0.5698], [-1.4183, -2.3063, 0.2031], [-1.0983, -1.6361, -0.9062], [-1.2187, -2.0993, -2.0110], [-0.6087, -0.2270, -0.5842], [0.4900, -0.2906, 0.4882], [0.1259, -0.8329, 1.3612], [0.7415, 0.7282, 0.7927], [1.7512, -0.9704, -0.0528], [2.2321, -0.2559, -1.2082], [3.2774, 0.6020, -1.2475], [3.4180, 1.4019, -2.1608], [4.2944, 0.5014, -0.1604], [4.8985, 1.5728, 0.3795], [4.5280, 2.9977, 0.1276], [4.0507, 3.4193, 1.0119], [5.4317, 3.5698, -0.0691], [3.8633, 3.0706, -0.7246], [5.9206, 1.4583, 1.2930], [6.5024, 0.1789, 1.3371], [5.4000, -0.8793, 1.3674], [4.6375, -0.8036, 0.1896], [4.7633, -0.7020, 2.2471], [5.8120, -1.8886, 1.4085], [7.1255, 0.0180, 0.4477], [7.1205, 0.1433, 2.2354], [1.2651, -0.2291, -2.2862], [-0.0408, 0.4334, -1.8459], [-0.7570, 0.3502, -2.6626], [0.1434, 1.4895, -1.6411], [1.7063, 0.3272, -3.1143], [1.0673, -1.2567, -2.6041], [2.5142, -1.0064, 0.7202], [1.5201, -1.9989, -0.3539], [-1.8140, 0.5546, -0.0235], [-1.4853, 1.5568, 0.2607], [-2.1583, 0.0484, 0.8816], [-2.9896, 0.6725, -1.0023], [-4.1910, 1.2268, -0.2903], [-4.4188, 2.5956, -0.2402], [-5.5072, 3.1053, 0.4455], [-6.3822, 2.2504, 1.0934], [-6.1621, 0.8841, 1.0526], [-5.0725, 0.3781, 0.3670], [-4.9050, -0.6895, 0.3347], [-6.8427, 0.2116, 1.5545], [-7.2337, 2.6469, 1.6264], [-5.6744, 4.1722, 0.4728], [-3.7405, 3.2669, -0.7478], [-2.7161, 1.3280, -1.8297], [-3.2250, -0.3121, -1.4108], [-1.2679, -4.2711, 1.9628], [-2.9107, -3.6255, 1.9367], [-2.5842, -5.2355, 1.2779]]
}

(4)
{
  "formula": "C22H29Si",
  "method": "the ωB97M-V functional and the def2-TZVPD basis",
  "e_homo_ev": -10.6,
  "orbital_gap_ev": 4.7773,
  "e_tot_ev": -31155.364,
  "mol_weight_g_mol": 321.6,
  "total_charge": 1,
  "symbols": ["C", "C", "C", "C", "Si", "C", "C", "C", "H", "H", "H", "H", "H", "H", "H", "H", "H", "H", "H", "H", "H", "H", "H", "H", "C", "C", "C", "C", "C", "C", "C", "C", "C", "C", "C", "C", "C", "C", "C", "H", "H", "H", "H", "H", "H", "H", "H", "H", "H", "H", "H", "H"],
  "positions_angstrom": [[-0.2945, 3.2378, 0.5387], [-1.4085, 2.6138, -0.2275], [-2.0473, 1.5665, 0.2719], [-1.8104, 3.2002, -1.5384], [-3.0650, 4.6001, -1.4245], [-3.4451, 5.2430, -3.1370], [-4.6353, 3.9554, -0.6505], [-2.3806, 5.9931, -0.3866], [0.1818, 4.0403, -0.0298], [-0.6590, 3.6611, 1.4782], [0.4720, 2.4962, 0.7759], [-2.8614, 1.1082, -0.2516], [-1.7577, 1.1368, 1.2097], [-0.9441, 3.6033, -2.0657], [-2.2475, 2.4339, -2.1806], [-4.1777, 6.0423, -3.0721], [-2.5421, 5.6291, -3.6013], [-3.8468, 4.4456, -3.7558], [-5.3729, 4.7508, -0.5955], [-5.0342, 3.1416, -1.2496], [-4.4308, 3.5903, 0.3518], [-3.1057, 6.7998, -0.3322], [-2.1693, 5.6414, 0.6187], [-1.4635, 6.3714, -0.8292], [2.0598, -1.8975, 1.4754], [0.7698, -1.7414, 2.0710], [0.4634, -0.6052, 2.8402], [-0.7738, -0.4624, 3.4254], [-1.7420, -1.4367, 3.2586], [-1.4699, -2.5592, 2.5018], [-0.2373, -2.7120, 1.9174], [2.4619, -3.0278, 0.7960], [3.6933, -3.2037, 0.1974], [4.0742, -4.3708, -0.5379], [5.3738, -4.4997, -1.0644], [5.7350, -5.6134, -1.7869], [4.8225, -6.6265, -2.0111], [3.5405, -6.5293, -1.5035], [3.1717, -5.4224, -0.7782], [2.7582, -1.0849, 1.5648], [1.2150, 0.1522, 2.9801], [-0.9904, 0.4075, 4.0238], [-2.7092, -1.3249, 3.7202], [-2.2225, -3.3203, 2.3665], [-0.0508, -3.5874, 1.3252], [1.7714, -3.8454, 0.7506], [4.4100, -2.4076, 0.2840], [6.0906, -3.7162, -0.8921], [6.7337, -5.6990, -2.1837], [5.1041, -7.4943, -2.5828], [2.8240, -7.3157, -1.6769], [2.1688, -5.3580, -0.3982]]
}